(P)
The following is a DFT calculation (ωB97M-V with the def2-TZVPD basis set) of 2 unconnected molecules or ions with the total composition C5H14.

Output
E_LUMO: 1.105 eV
Frontier orbital gap: 12.01 eV
Total charge: 0
Multiplicity: 1
SMILES string: CCC.CC

Last column: natural (NBO) charge in e.
Element x y z (Å)
C -1.93 -1.09 -0.67  -0.400
C -0.94 -2.19 0.05  -0.612
C -1.57 0.49 -0.84  -0.611
H -2.77 -1.19 0.04  0.187
H -2.44 -1.44 -1.60  0.198
H -1.35 -3.10 -0.37  0.211
H 0.04 -2.13 -0.30  0.198
H -2.36 0.94 -1.55  0.211
H -0.57 0.29 -1.24  0.206
H -1.12 -2.21 1.17  0.211
H -1.55 1.04 0.03  0.201
C 1.25 1.43 0.69  -0.614
C 2.84 1.25 0.57  -0.609
H 0.85 2.38 0.28  0.208
H 0.78 0.50 0.25  0.207
H 1.11 1.45 1.78  0.204
H 3.39 1.87 1.24  0.199
H 3.27 1.55 -0.37  0.202
H 3.07 0.18 0.83  0.202



(Q)
The following is a DFT calculation (ωB97M-V with the def2-TZVPD basis set) of 2 unconnected molecules or ions with the total composition C5H14.

Output
E_LUMO: 1.102 eV
Frontier orbital gap: 12.30 eV
Total charge: 0
Multiplicity: 1
SMILES string: CCC.CC

Last column: natural (NBO) charge in e.
Element x y z (Å)
C -1.07 -0.18 -1.87  -0.599
C -2.57 -0.48 -2.20  -0.602
H -1.06 0.81 -1.42  0.202
H -0.74 -0.96 -1.19  0.196
H -0.43 -0.20 -2.75  0.201
H -3.07 -0.46 -1.23  0.203
H -2.72 -1.43 -2.70  0.200
H -2.88 0.31 -2.89  0.201
C 0.71 0.07 1.25  -0.405
C 1.80 -0.92 1.67  -0.602
C 1.22 1.52 1.25  -0.618
H 0.28 -0.26 0.31  0.207
H -0.04 -0.02 2.04  0.192
H 2.62 -0.97 0.95  0.202
H 1.32 -1.90 1.78  0.203
H 0.96 2.09 0.36  0.210
H 0.84 2.02 2.14  0.206
H 2.16 -0.76 2.69  0.200
H 2.30 1.56 1.44  0.204



(R)
The following is a DFT calculation (ωB97M-V with the def2-TZVPD basis set) of 2 unconnected molecules or ions with the total composition C5H14.

Output
E_LUMO: 1.103 eV
Frontier orbital gap: 12.18 eV
Total charge: 0
Multiplicity: 1
SMILES string: CCC.CC

Last column: natural (NBO) charge in e.
Element x y z (Å)
C -1.96 1.21 -1.84  -0.597
C -2.33 0.11 -0.71  -0.609
H -0.93 1.31 -1.94  0.196
H -2.39 0.94 -2.78  0.199
H -2.32 2.20 -1.58  0.197
H -2.10 -0.87 -1.16  0.203
H -3.37 0.29 -0.49  0.211
H -1.60 0.23 0.07  0.202
C 1.29 -0.53 0.45  -0.400
C 1.65 0.84 1.05  -0.610
C 1.71 -1.76 1.28  -0.602
H 0.21 -0.59 0.28  0.194
H 1.58 -0.65 -0.62  0.198
H 2.72 1.14 1.21  0.212
H 1.03 0.89 1.86  0.203
H 1.50 -1.77 2.40  0.204
H 1.28 -2.62 1.01  0.201
H 1.20 1.59 0.41  0.204
H 2.83 -1.96 1.09  0.197



(S)
The following is a DFT calculation (ωB97M-V with the def2-TZVPD basis set) of 2 unconnected molecules or ions with the total composition C5H14.

Output
E_LUMO: 1.128 eV
Frontier orbital gap: 12.35 eV
Total charge: 0
Multiplicity: 1
SMILES string: CCC.CC

Last column: natural (NBO) charge in e.
Element x y z (Å)
C -1.72 0.13 -0.21  -0.395
C -1.87 1.48 -0.93  -0.607
C -1.10 -0.96 -1.10  -0.613
H -1.13 0.26 0.70  0.191
H -2.73 -0.14 0.10  0.197
H -2.78 1.50 -1.52  0.203
H -0.98 1.80 -1.47  0.202
H -0.39 -0.55 -1.83  0.201
H -0.45 -1.55 -0.47  0.210
H -2.09 2.25 -0.17  0.203
H -1.89 -1.51 -1.60  0.207
C 2.36 0.00 1.72  -0.609
C 1.92 -0.66 0.38  -0.616
H 2.93 0.90 1.49  0.202
H 1.46 0.45 2.16  0.197
H 2.83 -0.69 2.40  0.208
H 1.07 -1.26 0.68  0.204
H 2.64 -1.45 0.11  0.200
H 1.92 0.01 -0.46  0.214



Result of the stability comparison: (P) is the least stable of them.



(P)
The following is a DFT calculation (ωB97M-V with the def2-TZVPD basis set) of 2 unconnected molecules or ions with the total composition C5H14.

Output
E_LUMO: 1.102 eV
Frontier orbital gap: 12.48 eV
Total charge: 0
Multiplicity: 1
SMILES string: CCC.CC

Last column: natural (NBO) charge in e.
Element x y z (Å)
C 1.24 1.31 1.44  -0.610
C 2.01 2.09 2.48  -0.607
H 0.18 1.34 1.70  0.203
H 1.28 1.86 0.50  0.203
H 1.57 0.28 1.28  0.207
H 3.10 2.13 2.36  0.201
H 1.91 1.66 3.48  0.200
H 1.71 3.14 2.50  0.204
C -1.55 -1.14 -1.92  -0.394
C -2.04 -1.78 -0.60  -0.607
C -0.06 -0.76 -1.84  -0.612
H -1.65 -1.86 -2.73  0.194
H -2.19 -0.28 -2.14  0.195
H -2.36 -1.05 0.13  0.205
H -1.26 -2.44 -0.21  0.200
H 0.29 -0.52 -0.84  0.205
H 0.52 -1.59 -2.25  0.203
H -2.87 -2.45 -0.82  0.205
H 0.16 0.06 -2.53  0.206



(Q)
The following is a DFT calculation (ωB97M-V with the def2-TZVPD basis set) of 2 unconnected molecules or ions with the total composition C5H14.

Output
E_LUMO: 1.077 eV
Frontier orbital gap: 11.52 eV
Total charge: 0
Multiplicity: 1
SMILES string: CCC.CC

Last column: natural (NBO) charge in e.
Element x y z (Å)
C -0.42 0.72 2.76  -0.590
C 0.51 -0.54 2.52  -0.624
H -1.29 0.47 3.35  0.216
H 0.17 1.49 3.36  0.194
H -0.41 1.02 1.83  0.200
H 0.06 -0.90 1.66  0.189
H 1.54 -0.73 2.50  0.220
H 0.09 -1.19 3.31  0.197
C -0.33 0.29 -2.21  -0.388
C -0.78 -1.16 -1.96  -0.631
C 1.01 0.77 -1.58  -0.610
H 0.01 0.58 -3.33  0.184
H -1.11 1.03 -1.98  0.193
H -0.15 -1.69 -1.12  0.208
H 1.77 0.58 -2.27  0.200
H 0.77 1.86 -1.48  0.216
H -0.81 -1.59 -3.07  0.223
H -1.75 -1.13 -1.61  0.208
H 1.12 0.12 -0.67  0.197



(R)
The following is a DFT calculation (ωB97M-V with the def2-TZVPD basis set) of 2 unconnected molecules or ions with the total composition C5H14.

Output
E_LUMO: 1.134 eV
Frontier orbital gap: 12.40 eV
Total charge: 0
Multiplicity: 1
SMILES string: CCC.CC

Last column: natural (NBO) charge in e.
Element x y z (Å)
C 0.30 0.95 -3.18  -0.607
C 0.05 0.26 -1.83  -0.612
H -0.11 0.42 -4.03  0.200
H -0.15 1.93 -3.21  0.201
H 1.35 1.09 -3.43  0.202
H 0.03 1.06 -1.10  0.202
H 0.88 -0.40 -1.57  0.205
H -0.89 -0.28 -1.89  0.210
C 0.47 -0.36 1.57  -0.404
C -0.26 0.57 2.53  -0.613
C -0.40 -1.61 1.33  -0.607
H 0.58 0.17 0.63  0.201
H 1.46 -0.57 1.94  0.199
H -1.28 0.81 2.23  0.199
H -0.06 -2.14 0.44  0.207
H -0.25 -2.27 2.16  0.201
H 0.09 1.60 2.55  0.208
H -0.35 0.17 3.54  0.202
H -1.46 -1.39 1.31  0.206



Result of the stability comparison: (Q) is the least stable of them.



(P)
The following is a DFT calculation (ωB97M-V with the def2-TZVPD basis set) of 2 unconnected molecules or ions with the total composition C4H6FNO.

Output
E_LUMO (spin up / spin down): -0.203 / -0.700 eV
Frontier orbital gap (spin up / spin down): 9.39 / 7.28 eV
Total charge: 0
Multiplicity: 1

Last column: natural (NBO) charge in e.
Element x y z (Å)
C 2.31 -1.77 1.11  -0.625
C -1.79 1.16 -0.10  0.499
C 1.55 -1.20 0.18  0.430
C -0.98 -0.83 1.09  -0.161
N -1.54 -0.20 -0.03  -0.604
O -1.39 1.98 0.73  -0.572
F 1.70 -1.24 -1.21  -0.360
H 3.29 -2.19 0.93  0.222
H 2.04 -1.65 2.12  0.223
H -2.11 1.50 -1.06  0.126
H -0.36 -0.27 1.76  0.224
H -0.85 -1.86 0.94  0.196
H -1.99 -0.72 -0.75  0.402



(Q)
The following is a DFT calculation (ωB97M-V with the def2-TZVPD basis set) of a molecular structure, C4H6FNO.

Output
E_LUMO: 0.715 eV
Frontier orbital gap: 10.45 eV
Total charge: 0
Multiplicity: 1

Last column: natural (NBO) charge in e.
Element x y z (Å)
C 1.07 -1.43 0.08  -0.632
C -0.09 -0.43 -0.28  -0.201
C -1.44 -0.66 -0.26  0.238
C 0.53 0.98 -0.29  0.664
H 1.18 -1.24 1.43  0.225
H 2.12 -1.10 -0.42  0.276
H 0.82 -2.43 -0.30  0.219
H -1.75 -1.78 -0.10  0.178
H -0.02 3.00 0.52  0.412
H -1.25 1.77 0.21  0.378
N -0.39 2.05 0.07  -0.847
O 1.70 1.02 -0.42  -0.576
F -2.46 0.25 -0.22  -0.335



(R)
The following is a DFT calculation (ωB97M-V with the def2-TZVPD basis set) of a single C4H6FNO molecule.

Output
E_LUMO: 0.722 eV
Frontier orbital gap: 9.94 eV
Total charge: 0
Multiplicity: 1
SMILES string: CN(C=O)/C=C\F

Last column: natural (NBO) charge in e.
Element x y z (Å)
C 1.50 -0.62 -0.34  -0.398
C 0.24 1.57 -0.29  0.540
C -0.60 -0.51 0.61  -0.126
C -1.93 -0.50 0.26  0.232
H 2.41 0.00 -0.61  0.212
H 1.53 -1.41 -1.17  0.203
H 1.49 -1.30 0.76  0.187
H 0.95 1.94 -0.98  0.132
H -0.13 -0.93 1.62  0.223
H -2.79 -0.60 1.00  0.191
N 0.32 0.15 -0.30  -0.496
O -0.63 2.17 0.37  -0.563
F -2.36 0.03 -0.94  -0.338



Result of the stability comparison: (P) is the least stable of them.



(P)
The following is a DFT calculation (ωB97M-V with the def2-TZVPD basis set) of 2 unconnected molecules or ions with the total composition C4H6FNO.

Output
E_LUMO: 0.756 eV
Frontier orbital gap: 10.50 eV
Total charge: 0
Multiplicity: 1
SMILES string: C/N=C/F.C=C=O

Last column: natural (NBO) charge in e.
Element x y z (Å)
C -2.47 -0.12 -1.04  -0.774
C -1.76 -0.65 -0.11  0.715
C 1.00 1.30 -0.16  0.491
C 1.64 -0.70 0.92  -0.430
N 1.53 0.69 0.78  -0.450
O -1.09 -0.94 0.81  -0.470
F 0.92 2.63 -0.22  -0.333
H -3.53 -0.17 -1.16  0.270
H -1.84 0.21 -1.84  0.259
H 0.30 0.92 -0.90  0.107
H 1.35 -1.28 0.03  0.176
H 2.81 -0.86 0.98  0.208
H 1.14 -1.03 1.89  0.231



(Q)
The following is a DFT calculation (ωB97M-V with the def2-TZVPD basis set) of a single C4H6FNO molecule.

Output
E_LUMO: 0.711 eV
Frontier orbital gap: 10.67 eV
Total charge: 0
Multiplicity: 1
SMILES string: C=C(F)C(=O)NC

Last column: natural (NBO) charge in e.
Element x y z (Å)
C 2.44 -0.74 -0.50  -0.455
C 1.41 0.10 -0.43  0.292
C 0.19 0.00 0.64  0.639
C -2.14 0.28 0.47  -0.423
N -0.87 0.22 -0.16  -0.621
O 0.20 -0.36 1.80  -0.587
F 1.08 0.82 -1.53  -0.348
H 3.02 -0.71 -1.42  0.217
H 2.72 -1.49 0.30  0.241
H -2.37 1.39 0.78  0.186
H -2.85 0.05 -0.29  0.200
H -2.12 -0.48 1.30  0.239
H -0.71 0.92 -0.97  0.422



Result of the stability comparison: (P) is the least stable of them.



(P)
The following is a DFT calculation (ωB97M-V with the def2-TZVPD basis set) of 2 unconnected molecules or ions with the total composition C6H16N2O.

Output
E_LUMO: 0.858 eV
Frontier orbital gap: 9.75 eV
Total charge: 0
Multiplicity: 1
SMILES string: N[NH2+]C[O-].CC=C(C)C

Last column: natural (NBO) charge in e.
Element x y z (Å)
C 2.33 -0.87 1.26  0.107
N 1.37 0.07 2.06  -0.490
N -0.03 -0.19 2.17  -0.653
O 2.72 0.07 0.36  -0.825
H 1.86 0.76 1.11  0.478
H 1.73 0.30 2.98  0.385
H -0.17 -1.13 2.54  0.345
H -0.39 -0.18 1.21  0.378
H 3.10 -1.25 1.94  0.143
H 1.70 -1.69 0.86  0.131
C -0.08 1.98 -0.78  -0.651
C -2.35 0.87 -0.94  -0.654
C -0.82 -1.80 -1.52  -0.645
C -0.86 0.70 -1.02  0.009
C -0.22 -0.44 -1.27  -0.223
H 0.87 -0.42 -1.26  0.227
H -0.30 2.39 0.21  0.207
H 0.99 1.81 -0.87  0.236
H -2.64 1.28 0.04  0.215
H -2.70 1.58 -1.69  0.218
H -2.90 -0.06 -1.08  0.212
H -0.37 2.74 -1.51  0.213
H -0.56 -2.14 -2.53  0.222
H -0.41 -2.54 -0.83  0.209
H -1.90 -1.82 -1.43  0.205



(Q)
The following is a DFT calculation (ωB97M-V with the def2-TZVPD basis set) of 3 unconnected molecules or ions with the total composition C6H16N2O.

Output
E_LUMO: 0.966 eV
Frontier orbital gap: 9.32 eV
Total charge: 0
Multiplicity: 1
SMILES string: [H]/N=C(\C)O.C=CN.CC

Last column: natural (NBO) charge in e.
Element x y z (Å)
C 0.82 -1.98 -0.89  0.059
C 1.52 1.29 0.45  -0.622
C 0.31 -1.58 -2.05  -0.604
C 2.24 0.97 1.75  -0.597
N 2.16 -1.93 -0.56  -0.803
H 0.20 -2.44 -0.14  0.203
H 2.73 -1.35 -1.17  0.374
H 2.38 -1.84 0.41  0.382
H 2.08 0.93 -0.41  0.187
H 1.40 2.37 0.33  0.198
H -0.94 0.15 -1.41  0.513
H -0.72 -1.78 -2.30  0.214
H 0.92 -1.12 -2.81  0.194
H 1.70 1.40 2.59  0.203
H 2.30 -0.10 1.90  0.184
H 3.25 1.38 1.75  0.198
C -3.62 0.96 0.19  -0.700
C -2.23 0.41 -0.05  0.590
N -1.48 -0.17 0.78  -0.766
O -1.81 0.59 -1.30  -0.692
H -1.86 -0.27 1.71  0.348
H 0.54 0.83 0.44  0.237
H -3.56 1.78 0.90  0.233
H -4.04 1.31 -0.74  0.235
H -4.25 0.18 0.61  0.231



Result of the stability comparison: (P) is the least stable of them.